1.
# C5H15NO2

3 unconnected molecules or ions with the total composition C5H15NO2 (ωB97M-V/def2-TZVPD, OMol25).

```
23
Properties=species:S:1:pos:R:3:forces:R:3
N 0.82792 -0.53024 -0.48142 -3.01 -0.64 2.12
C -0.21207 -1.56441 -0.01154 1.49 1.97 1.07
C -0.59345 -0.89005 1.40685 -0.81 -0.84 -2.68
C -0.62078 0.62382 1.06990 -0.02 0.51 0.02
C 0.06932 0.75582 -0.36451 -0.05 -1.08 0.81
C 1.03543 1.90237 -0.40413 1.03 0.67 -0.10
H 1.18943 -0.79924 -1.35962 0.30 0.27 -1.33
H -1.10089 -1.51660 -0.67829 0.32 -0.13 0.55
H 0.18194 -2.59569 0.01935 0.00 0.59 0.10
H 0.06071 -0.91273 2.22504 1.55 -1.21 0.72
H -1.47552 -1.47267 1.69036 -0.49 1.02 0.29
H 0.11445 1.19973 1.78029 -1.89 -0.98 -0.97
H -1.70193 0.97370 1.13343 1.61 0.19 -0.26
H -0.70493 0.82580 -1.12767 -0.08 0.09 -0.13
H 1.56638 1.95713 0.58260 -0.13 -0.13 -0.95
H 0.49731 2.87566 -0.49227 0.52 -0.62 -0.31
H 1.80951 1.72240 -1.22806 -1.09 0.66 1.05
H 2.47462 -0.71419 0.36873 -3.73 1.75 0.40
H 3.60003 -1.40254 0.88681 1.16 -0.72 1.03
O 3.23806 -1.10431 0.07557 3.37 -1.36 -1.40
H -3.24169 -0.23698 -2.32942 -0.09 0.12 0.11
H -3.84212 0.82587 -1.34245 1.34 -1.54 -0.26
O -3.17174 0.07735 -1.41957 -1.28 1.41 0.13
```
Forces are in eV/Å.

The LUMO energy comes out at 0.53 eV. The gap between HOMO and LUMO comes out at 9.40 eV. As for the SMILES: C[C@@H]1CCCN1.O.O. The HOMO energy is -8.874 eV.

---

2.
# C8H13N2

A gas-phase ion, C8H13N2 (charge +1) (ωB97M-V/def2-TZVPD, OMol25).

```
23
Properties=species:S:1:pos:R:3:forces:R:3
C -4.01065 -1.19862 0.04035 -0.38 0.05 -0.09
C -1.73755 -0.73823 0.17292 0.60 -2.56 1.62
C -0.57284 -0.08229 0.30256 1.03 1.57 -1.41
C -3.04789 -0.27229 -0.02622 -1.59 0.57 -1.10
C 1.68253 0.02553 0.34767 -2.13 2.49 0.42
C 2.99472 -0.31479 -0.04872 0.78 1.11 1.02
C -3.39782 1.09757 -0.55951 2.33 0.15 2.40
C 4.02744 0.78534 -0.05729 -2.32 2.71 -2.12
N 0.61666 -0.72718 0.27281 1.59 -0.88 -0.04
N 3.37214 -1.51989 -0.34525 -3.19 1.21 0.35
H -4.98840 -1.08867 -0.35960 -0.79 0.81 -0.11
H -3.93622 -2.14111 0.50574 0.84 -1.12 0.32
H -1.68219 -1.86149 0.32130 0.14 1.43 -0.17
H -0.39370 0.97361 0.03708 -1.09 -0.06 0.70
H 1.50792 1.13169 0.66602 0.58 -1.75 -0.80
H -4.33305 1.14307 -0.95784 -2.56 -0.29 -1.43
H -2.65896 1.41082 -1.25745 0.50 0.48 -0.68
H -3.45580 1.84245 0.25456 0.44 -0.28 -0.15
H 3.57642 1.78958 0.43409 1.25 -2.47 -1.30
H 4.27804 0.98453 -1.20432 -0.61 -0.14 2.33
H 4.94379 0.53385 0.38380 1.23 -0.52 0.85
H 2.61624 -2.18861 -0.25059 0.74 -0.87 -0.17
H 4.32760 -1.59107 -0.31048 2.58 -1.63 -0.42
```
Forces are in eV/Å.

The LUMO energy (alpha / beta) comes out at -5.67 / -5.67 eV. The gap between HOMO and LUMO (alpha / beta) comes out at 6.46 / 6.45 eV. As for the SMILES: C=C(C)/C=C/N=C/C(C)=[NH2+]. As for the net charge: +1. The HOMO energy (alpha / beta) is -12.124 / -12.124 eV.

---

3.
# C3H33O13

13 unconnected molecules or ions with the total composition C3H33O13 (ωB97M-V/def2-TZVPD, OMol25).

```
49
Properties=species:S:1:pos:R:3:forces:R:3
O 1.78011 -2.71822 1.40055 0.10 -0.08 0.08
H 1.03490 -2.28792 0.81286 -1.20 0.46 -1.02
H 2.54084 -2.86333 0.81492 0.12 0.02 0.23
H 1.99602 -2.10792 2.19923 0.33 0.09 0.05
O -2.19336 -3.02947 0.04756 -0.52 -0.30 0.14
H -1.30999 -2.43878 0.12134 1.79 1.64 -0.42
H -2.33228 -3.32075 -0.87240 0.10 -0.16 0.11
H -2.14720 -3.76587 0.67685 -0.26 -0.18 -0.28
C 0.87939 0.47915 -0.60301 0.54 0.59 -0.51
C 0.00189 -0.29311 0.35611 -0.17 0.42 0.21
C -1.36036 0.40912 0.54024 1.13 -0.46 0.21
O -0.07949 -1.63677 -0.06917 -0.50 -1.62 1.37
H 0.52112 0.44181 -1.63490 -0.22 -0.15 0.10
H 1.92435 0.16003 -0.64776 -0.12 -0.39 0.18
H 0.94772 1.53594 -0.33813 -0.17 -0.06 0.12
H 0.49271 -0.26249 1.35038 -0.05 -0.01 -0.02
H -1.80310 0.57754 -0.43946 -0.33 0.00 0.13
H -1.14811 1.35644 1.03859 -0.22 0.16 -0.22
H -1.98752 -0.16838 1.21986 -0.30 -0.04 -0.31
O 0.69972 -0.50670 -4.49085 -0.06 0.17 0.12
H 1.43152 0.07420 -4.23017 0.21 -0.11 0.07
H 0.74660 -0.55019 -5.45047 -0.04 -0.09 0.01
O -1.68298 -1.47758 4.07879 0.03 0.10 -0.28
H -1.25652 -0.64601 3.83746 0.01 0.00 0.12
H -1.16079 -2.15776 3.64124 0.05 -0.02 0.11
O 1.72033 3.54165 -2.80229 -0.30 0.05 0.24
H 1.80602 4.43293 -2.44719 0.12 0.03 -0.14
H 0.78295 3.44344 -3.00641 0.03 0.02 -0.10
O -4.16739 -1.23756 2.44218 0.24 -0.14 -0.15
H -4.75954 -1.80468 2.94596 -0.04 0.09 0.03
H -3.34126 -1.23293 2.94907 -0.20 -0.06 0.18
O 0.28906 -2.77841 -2.63829 -0.26 -0.17 0.12
H 0.36583 -1.99450 -3.20472 0.07 -0.06 -0.21
H 0.10281 -2.42399 -1.75860 0.25 0.32 -0.01
O 0.26347 3.69423 0.89175 0.06 -0.15 0.00
H -0.60366 4.09882 0.77595 0.01 0.02 0.10
H 0.50430 3.38185 0.01304 0.00 0.12 -0.05
O 2.99698 1.14242 -3.59911 -0.27 0.10 -0.19
H 3.59802 1.09916 -2.85094 0.02 -0.03 -0.02
H 2.65312 2.05152 -3.59039 0.20 -0.12 0.16
O 2.36023 -1.09920 3.28854 -0.18 0.11 -0.16
H 2.30910 -1.13377 4.24985 0.02 -0.20 -0.02
H 2.31724 -0.15152 3.06148 0.15 0.25 0.01
O 2.27226 1.79807 2.79282 -0.21 -0.33 -0.14
H 2.56475 2.61679 3.20624 0.06 -0.06 0.05
H 1.56242 2.06672 2.19547 -0.04 0.20 -0.01
O -3.84961 2.21748 -2.20218 0.07 -0.02 0.08
H -3.49307 1.33599 -2.05945 -0.05 -0.02 -0.05
H -4.78957 2.13250 -2.01240 0.00 0.05 -0.02
```
Forces are in eV/Å.

The LUMO energy comes out at -3.20 eV. The gap between HOMO and LUMO comes out at 9.70 eV. As for the net charge: +1. The HOMO energy is -12.893 eV.

---

In the order shown, the computed relative energy (zero: lowest compared OMol25 entry of this formula, charge and spin) values come out to 1.850, 3.831, 0.000 eV.
In the order shown, the computed E_tot values come out to -11012.09667, -11477.65731, -30257.59071 eV.